{"formula": "C8H12N3OS", "method": "wB97M-V/def2-TZVPD", "charge": 1, "elements": ["C", "C", "C", "C", "C", "C", "C", "C", "N", "N", "N", "O", "S", "H", "H", "H", "H", "H", "H", "H", "H", "H", "H", "H", "H"], "positions_angstrom": [[-1.256406, 1.252267, -0.689549], [-1.469321, -0.387402, 0.847295], [-0.526796, 0.438158, 0.176051], [1.551621, 1.762970, 0.982829], [2.538692, -0.836015, -1.200897], [1.993807, -1.788858, -0.166216], [0.922712, 0.453699, 0.485902], [-3.944249, -0.271385, 0.889612], [-2.546393, 1.066926, -0.579445], [-2.648714, 0.070391, 0.299162], [1.782071, 0.393971, -1.171865], [2.260702, 2.515386, 0.397705], [1.735820, -0.794345, 1.329188], [-0.700058, 1.697169, -1.504213], [-1.570436, -1.305121, 1.383582], [1.421580, 2.055102, 2.045776], [3.603460, -0.517462, -0.975690], [2.524790, -1.286245, -2.121737], [1.009427, -2.298810, -0.489383], [2.764093, -2.636716, 0.040396], [-4.254422, -1.148979, 0.307128], [-3.777122, -0.648004, 1.860513], [-4.730182, 0.551732, 0.896469], [2.334470, 1.271010, -1.113537], [0.980863, 0.390558, -1.929064]], "forces_ev_per_angstrom": [[1.577, -0.068, -0.477], [-1.215, 2.182, -2.847], [0.548, -2.156, 2.070], [-0.520, 0.644, 2.030], [2.212, 1.219, 2.353], [-0.209, -2.466, 0.175], [0.342, 1.759, -3.185], [-1.051, -0.279, -1.673], [-0.039, -0.599, -0.232], [-0.095, 0.433, 1.945], [-3.453, 0.527, -0.218], [0.601, 0.032, -1.838], [0.632, -1.621, 0.778], [-0.889, 1.125, 0.014], [0.743, -0.029, 0.786], [-0.708, -0.843, 0.026], [-1.114, -0.814, -0.108], [-0.089, -0.902, -2.446], [1.525, 0.887, 0.426], [-1.418, 1.526, -0.151], [-0.715, 0.414, 0.094], [0.154, -0.040, 1.256], [1.443, -1.001, -0.274], [-0.376, -0.333, -0.480], [2.115, 0.403, 1.979]]}

***

{"formula": "C9H17N3", "method": "wB97M-V/def2-TZVPD", "smiles": "CC1=[NH+]N=C2[C@H](C)CCC[N@@+]21C", "charge": 2, "elements": ["C", "C", "C", "C", "C", "C", "C", "C", "C", "N", "N", "N", "H", "H", "H", "H", "H", "H", "H", "H", "H", "H", "H", "H", "H", "H", "H", "H", "H"], "positions_angstrom": [[-0.720307, -0.671815, 0.005599], [-1.025264, 1.648587, 0.527977], [2.000183, -0.491780, 0.350613], [1.239040, -1.831970, 0.389921], [1.214202, 0.727058, 0.747917], [-0.035296, -1.825228, -0.511256], [-1.123420, 3.104387, 0.374264], [-0.873378, -3.056831, -0.428766], [0.299922, 1.192144, -1.587536], [-1.687768, -0.478038, 0.757536], [-2.010013, 0.793649, 0.957968], [-0.036305, 0.815267, -0.166160], [2.805478, -0.605995, 1.121334], [2.662372, -0.180006, -0.662135], [1.750367, -2.553241, -0.124380], [1.113875, -2.278975, 1.349003], [0.773512, 0.547554, 1.785644], [1.770321, 1.675250, 0.683952], [0.333906, -1.679736, -1.458526], [-0.225302, 3.617306, 0.200223], [-1.464265, 3.583007, 1.309695], [-1.874176, 3.261274, -0.336335], [-1.384132, -3.220893, -1.314285], [-1.721041, -2.891857, 0.293456], [-0.238660, -3.943317, -0.190266], [1.038748, 1.939419, -1.574826], [0.720747, 0.195701, -2.074951], [-0.571401, 1.591524, -2.138547], [-2.731947, 1.017556, 1.712868]], "forces_ev_per_angstrom": [[0.572, 2.887, -0.720], [-2.008, -2.057, -0.787], [3.036, 0.291, -1.257], [-0.379, 1.581, -0.987], [-0.654, -0.568, 1.590], [-0.073, 0.303, 2.898], [-0.076, -0.505, 2.899], [-0.449, -0.697, 2.431], [-0.325, -2.534, -1.183], [-2.078, -2.599, 0.279], [2.938, 3.669, 1.101], [-1.549, -0.610, 0.378], [-0.497, 0.378, -0.593], [-2.008, -1.418, 2.416], [2.154, -1.729, -1.129], [-0.557, 0.294, 1.060], [0.625, 0.530, -1.090], [-0.334, -0.349, 0.048], [0.636, 0.610, -2.422], [1.394, 0.330, -0.863], [-0.285, -0.384, -0.180], [-1.130, 0.569, -1.452], [-0.704, -0.451, -2.016], [1.151, -0.641, -0.204], [-0.727, 0.650, -0.024], [1.129, 0.859, 0.064], [-0.957, 2.437, 0.842], [0.238, -0.589, 0.401], [0.918, -0.258, -1.499]]}

***

Frontier orbital gap values, unit eV, following the record order: 9.50; 8.98.
ΔE to the lowest compared entry with this formula, charge and spin values, unit kJ/mol, following the record order: 148.4; 276.4.